Entry 1:
A 2-piece molecular cluster, C4H12 overall at a distorted geometry. Source: the OMol25 dataset; level of theory: ωB97M-V with the def2-TZVPD basis set.

For the highest occupied orbital energy, the calculation gives -11.37 eV. As for the SMILES: CC.CC. As for the total charge: 0. For the LUMO energy, the calculation gives 1.1 eV. The HOMO-LUMO gap is 12.50 eV.

Cartesian coordinates (Å):
C: 1.131 1.654 -1.473
C: 1.086 1.666 0.184
H: 0.434 0.797 -1.788
H: 0.819 2.596 -1.974
H: 2.192 1.527 -1.762
H: 1.967 1.463 0.760
H: 0.519 0.761 0.561
H: 0.497 2.532 0.455
C: -0.546 -2.037 0.388
C: -1.672 -1.171 0.897
H: 0.381 -2.048 1.037
H: -0.710 -3.147 0.388
H: -0.270 -1.778 -0.596
H: -2.334 -1.754 1.673
H: -2.285 -0.848 0.018
H: -1.208 -0.212 1.231

Entry 2:
A 2-piece molecular cluster, C5H8N3 overall at a distorted geometry. Source: the OMol25 dataset; level of theory: ωB97M-V with the def2-TZVPD basis set.

For the highest occupied orbital energy (spin up / spin down), the calculation gives -13.01 / -14.68 eV. As for the total charge: +1. For the LUMO energy (spin up / spin down), the calculation gives -5.6 / -6.1 eV. The HOMO-LUMO gap (spin up / spin down) is 7.42 / 8.53 eV.

Cartesian coordinates (Å):
C: -1.289 -1.156 0.127
C: -2.621 0.462 -0.114
C: -0.473 -0.044 -0.039
C: 1.889 -1.726 0.108
C: 1.555 1.178 0.070
N: -2.584 -0.826 0.070
N: -1.376 1.017 -0.061
N: 0.870 0.028 -0.051
H: -1.079 -2.223 0.159
H: -3.427 1.052 -0.365
H: 1.372 -2.500 -0.530
H: 2.922 -1.474 0.173
H: 0.772 1.822 0.366
H: 2.206 1.454 -0.849
H: 2.384 0.924 0.902
H: -1.122 2.012 0.034

Entry 3:
An isolated ion of composition C10H15FN3O and charge +1 at a distorted geometry. Source: the OMol25 dataset; level of theory: ωB97M-V with the def2-TZVPD basis set.

For the highest occupied orbital energy (spin up / spin down), the calculation gives -10.45 / -9.86 eV. As for the total charge: +1. For the LUMO energy (spin up / spin down), the calculation gives -4.2 / -4.4 eV. The HOMO-LUMO gap (spin up / spin down) is 6.24 / 5.43 eV.

Cartesian coordinates (Å):
C: 1.429 -0.749 -1.553
C: 2.786 -0.323 -1.543
C: 1.517 -0.491 0.835
C: 0.734 -0.802 -0.350
C: 3.514 0.062 -0.367
C: 2.834 -0.212 0.877
C: -3.154 -0.162 1.005
C: -2.567 -1.499 0.689
C: -0.562 -1.324 -0.424
C: -1.638 1.349 -0.777
N: 4.763 0.628 -0.262
N: -0.785 1.762 0.229
N: -3.073 0.915 -0.115
O: -1.177 -1.528 0.736
F: 3.439 0.060 2.003
H: 0.886 -0.823 -2.463
H: 3.447 -0.300 -2.485
H: 1.047 -0.566 1.830
H: -4.270 -0.059 1.261
H: -2.638 0.255 1.921
H: -3.040 -2.172 1.320
H: -3.014 -1.776 -0.375
H: -1.036 -1.463 -1.461
H: -1.779 2.211 -1.405
H: 5.520 0.401 -0.944
H: 5.119 0.471 0.738
H: -0.897 2.701 0.692
H: -0.403 1.034 0.980
H: -3.622 0.527 -0.798
H: -3.384 1.875 0.206

Entry 4:
C31H31Cl2CsN2O2PS5 as an isolated structure at a distorted geometry. Source: the OMol25 dataset; level of theory: ωB97M-V with the def2-TZVPD basis set.

For the highest occupied orbital energy, the calculation gives -4.53 eV. As for the total charge: -1. For the LUMO energy, the calculation gives 2.0 eV. The HOMO-LUMO gap is 6.49 eV.

Cartesian coordinates (Å):
Cs: -1.126 0.922 0.623
O: 1.392 0.254 3.184
N: 1.819 -0.052 1.908
C: 3.072 -0.253 1.892
C: 3.844 -0.697 0.713
C: 5.137 -1.145 1.015
C: 5.968 -1.669 0.044
C: 5.503 -1.755 -1.262
C: 4.234 -1.290 -1.563
C: 3.375 -0.739 -0.609
P: 1.678 0.087 -1.187
C: 2.637 1.153 -2.335
C: 2.802 0.948 -3.702
C: 3.507 1.859 -4.476
C: 4.051 2.998 -3.898
C: 3.888 3.216 -2.537
C: 3.185 2.302 -1.765
C: 1.105 -1.438 -2.032
C: 0.383 -1.422 -3.225
C: -0.159 -2.589 -3.751
C: -0.006 -3.794 -3.082
C: 0.696 -3.823 -1.884
C: 1.251 -2.661 -1.373
H: 0.414 0.367 3.122
H: 3.619 -0.158 2.831
H: 5.481 -1.089 2.042
H: 6.963 -2.011 0.302
H: 6.130 -2.171 -2.041
H: 3.896 -1.355 -2.592
H: 2.385 0.064 -4.170
H: 3.631 1.679 -5.538
H: 4.595 3.712 -4.504
H: 4.307 4.101 -2.074
H: 3.065 2.473 -0.700
H: 0.225 -0.483 -3.738
H: -0.707 -2.552 -4.686
H: -0.433 -4.703 -3.488
H: 0.809 -4.754 -1.342
H: 1.795 -2.697 -0.437
Cl: 0.078 3.150 2.171
C: -0.301 3.239 3.884
C: 0.209 4.330 4.563
C: -0.075 4.494 5.908
C: -0.873 3.558 6.544
C: -1.364 2.472 5.840
Cl: -2.364 1.353 6.726
C: -1.100 2.238 4.475
S: -1.693 0.848 3.611
H: 0.819 5.044 4.028
H: 0.318 5.343 6.452
H: -1.122 3.658 7.592
C: -4.806 -3.376 0.714
C: -3.933 -3.234 -0.529
S: -2.665 -1.947 -0.373
C: -3.119 -0.796 -1.697
C: -4.392 0.014 -1.465
S: -4.279 1.184 -0.073
C: -5.528 0.593 1.096
C: -5.273 -0.751 1.776
S: -6.098 -2.124 0.897
H: -4.196 -3.390 1.618
H: -5.343 -4.327 0.673
H: -4.549 -3.008 -1.400
H: -3.416 -4.177 -0.720
H: -3.195 -1.368 -2.625
H: -2.250 -0.141 -1.798
H: -5.243 -0.637 -1.273
H: -4.603 0.598 -2.363
H: -6.512 0.609 0.621
H: -5.524 1.377 1.856
H: -5.668 -0.729 2.792
H: -4.207 -0.958 1.830
O: -1.731 2.654 -1.274
S: -0.426 2.395 -1.952
N: 0.011 0.976 -1.811

Entry 5:
A 3-piece molecular cluster, C29H46BO10S overall at a distorted geometry. Source: the OMol25 dataset; level of theory: ωB97M-V with the def2-TZVPD basis set.

For the highest occupied orbital energy, the calculation gives -4.69 eV. As for the total charge: -1. For the LUMO energy, the calculation gives 2.5 eV. The HOMO-LUMO gap is 7.24 eV.

Cartesian coordinates (Å):
C: 5.700 0.249 3.464
C: 6.043 1.047 2.211
O: 4.895 1.643 1.638
C: 4.522 1.110 0.379
C: 3.784 -0.212 0.500
O: 2.812 -0.098 1.509
C: 1.828 -1.147 1.456
C: 0.583 -0.580 0.812
O: 0.876 -0.583 -0.562
B: -0.422 -0.314 -1.264
S: -0.324 -1.231 -2.987
C: -0.510 1.319 -1.489
C: -1.892 1.896 -1.805
C: -2.926 1.749 -0.697
C: -2.636 2.542 0.577
O: -1.577 3.520 0.390
C: -1.094 3.953 1.576
C: 0.081 3.227 2.132
O: -1.593 4.878 2.140
O: -1.367 -0.961 -0.348
C: -0.757 -1.367 0.902
C: -1.789 -0.888 1.937
C: -0.641 -2.881 0.780
C: -0.018 -3.652 1.924
C: 0.609 -4.872 1.617
C: 1.178 -5.665 2.611
C: 1.148 -5.273 3.947
C: 0.557 -4.052 4.267
C: -0.016 -3.260 3.264
H: 6.447 -0.531 3.600
H: 5.644 0.882 4.344
H: 4.746 -0.254 3.337
H: 6.741 1.842 2.475
H: 6.502 0.370 1.489
H: 3.872 1.853 -0.075
H: 5.394 0.989 -0.269
H: 3.336 -0.453 -0.463
H: 4.518 -0.973 0.806
H: 2.192 -1.951 0.824
H: 1.686 -1.477 2.482
H: 0.354 0.435 1.149
H: -0.840 -0.307 -3.805
H: 0.114 1.526 -2.354
H: -0.037 1.852 -0.668
H: -1.802 2.973 -1.988
H: -2.271 1.482 -2.738
H: -3.878 2.132 -1.074
H: -3.104 0.703 -0.469
H: -3.523 3.112 0.853
H: -2.401 1.909 1.432
H: 0.628 3.870 2.810
H: -0.249 2.366 2.711
H: 0.767 2.860 1.375
H: -2.679 -0.584 1.404
H: -1.403 -0.074 2.551
H: -2.083 -1.688 2.614
H: -1.653 -3.244 0.644
H: -0.098 -3.109 -0.132
H: 0.635 -5.180 0.583
H: 1.641 -6.608 2.358
H: 1.570 -5.888 4.726
H: 0.514 -3.705 5.289
H: -0.452 -2.321 3.566
O: -2.821 -4.947 -0.277
C: -3.593 -4.355 -0.970
O: -3.628 -4.502 -2.314
C: -4.549 -3.566 -2.892
C: -5.510 -3.201 -1.766
C: -4.605 -3.312 -0.541
H: -3.980 -2.705 -3.249
H: -5.045 -4.038 -3.738
H: -5.968 -2.222 -1.896
H: -6.310 -3.943 -1.704
H: -4.066 -2.382 -0.345
H: -5.129 -3.634 0.355
O: 1.997 2.849 -4.836
C: 1.326 3.770 -4.480
O: 0.736 3.834 -3.265
C: -0.085 5.006 -3.166
C: 0.465 5.971 -4.211
C: 0.968 5.011 -5.286
H: -1.119 4.719 -3.366
H: -0.019 5.394 -2.152
H: -0.275 6.689 -4.561
H: 1.305 6.528 -3.793
H: 0.187 4.744 -5.999
H: 1.840 5.384 -5.816

Please write out number 3 again, unchanged.
An isolated ion of composition C10H15FN3O and charge +1 at a distorted geometry. Source: the OMol25 dataset; level of theory: ωB97M-V with the def2-TZVPD basis set.

For the highest occupied orbital energy (spin up / spin down), the calculation gives -10.45 / -9.86 eV. As for the total charge: +1. For the LUMO energy (spin up / spin down), the calculation gives -4.2 / -4.4 eV. The HOMO-LUMO gap (spin up / spin down) is 6.24 / 5.43 eV.

Cartesian coordinates (Å):
C: 1.429 -0.749 -1.553
C: 2.786 -0.323 -1.543
C: 1.517 -0.491 0.835
C: 0.734 -0.802 -0.350
C: 3.514 0.062 -0.367
C: 2.834 -0.212 0.877
C: -3.154 -0.162 1.005
C: -2.567 -1.499 0.689
C: -0.562 -1.324 -0.424
C: -1.638 1.349 -0.777
N: 4.763 0.628 -0.262
N: -0.785 1.762 0.229
N: -3.073 0.915 -0.115
O: -1.177 -1.528 0.736
F: 3.439 0.060 2.003
H: 0.886 -0.823 -2.463
H: 3.447 -0.300 -2.485
H: 1.047 -0.566 1.830
H: -4.270 -0.059 1.261
H: -2.638 0.255 1.921
H: -3.040 -2.172 1.320
H: -3.014 -1.776 -0.375
H: -1.036 -1.463 -1.461
H: -1.779 2.211 -1.405
H: 5.520 0.401 -0.944
H: 5.119 0.471 0.738
H: -0.897 2.701 0.692
H: -0.403 1.034 0.980
H: -3.622 0.527 -0.798
H: -3.384 1.875 0.206

What is the formula in the fourth record?
C31H31Cl2CsN2O2PS5